DFT (ωB97M-V/def2-TZVPD) results for one molecule with the formula C5H7NS in a non-equilibrium geometry.

The gap between HOMO and LUMO comes out at 10.1 eV. The LUMO energy comes out at 0.03398 Eh. The SMILES is C#C[C@H]1NC[C@H]1S. Its relative energy (zero: lowest compared OMol25 entry of this formula, charge and spin) is 276.04 kJ/mol.

Element x y z (Å)
1 C -2.5054 0.1554 0.5884
2 C -1.3557 0.4891 0.5844
3 C 0.1029 0.7566 0.6500
4 N 0.9321 -0.2746 1.2663
5 C 1.2502 -0.8675 -0.0506
6 C 0.8462 0.4540 -0.6875
7 S 0.0700 0.5643 -2.2955
8 H -3.5374 -0.1284 0.5098
9 H 0.2406 1.7854 1.0095
10 H 0.4326 -0.9978 1.8087
11 H 2.2880 -1.2068 -0.2361
12 H 0.5754 -1.6921 -0.4024
13 H 1.6739 1.1616 -0.6823
14 H -1.0136 -0.1993 -2.0628